ORCA calculation (ωB97M-V/def2-TZVPD) on a molecular structure, C12H11AsBrCuF6N3O2.

XYZ file:
```
37
Properties=species:S:1:pos:R:3:forces:R:3
H 1.176 1.367 2.135 -0.008 0.005 0.013
H 5.329 0.346 1.956 0.000 -0.016 0.004
C -3.840 3.319 -1.185 -0.078 0.013 -0.068
H 3.201 0.434 4.333 0.006 -0.008 0.005
H -3.020 0.651 -3.157 0.009 -0.006 -0.006
N -1.803 2.000 -1.256 -0.002 0.120 -0.007
F -0.943 -2.508 2.822 0.041 -0.007 0.007
H -5.709 4.351 -1.241 0.000 0.010 -0.003
H -5.321 1.086 -3.991 -0.001 0.001 -0.012
F -0.235 -3.511 0.566 0.000 0.053 0.039
F -2.014 -1.835 0.652 0.070 0.029 -0.001
H -3.416 3.915 -0.390 0.004 0.003 0.006
C -4.900 1.707 -3.213 0.027 -0.005 0.015
C -5.641 2.749 -2.670 -0.022 0.009 -0.022
F 1.226 -1.921 1.697 -0.036 0.015 -0.034
O -1.384 0.744 -1.314 0.050 -0.134 0.102
H 4.445 1.616 3.922 -0.001 -0.009 0.009
C -3.617 1.457 -2.757 -0.075 0.045 0.024
O 0.001 2.374 -0.200 0.025 0.060 -0.072
N -1.048 2.877 -0.803 -0.082 -0.025 0.060
C 4.185 0.076 0.176 -0.051 0.017 -0.030
H 2.749 2.099 3.974 -0.014 -0.007 0.009
F 0.142 -1.248 -0.443 0.027 0.002 0.147
C -5.118 3.551 -1.664 0.044 -0.001 0.020
C 2.062 1.019 1.623 0.094 -0.023 -0.032
F -0.515 -0.272 1.710 -0.090 -0.026 -0.104
H -6.642 2.936 -3.034 -0.005 -0.003 0.006
C -3.124 2.278 -1.755 0.111 -0.036 0.028
As -0.444 -1.999 1.297 -0.055 -0.040 -0.088
Cu 0.171 0.592 -0.389 0.085 -0.085 -0.030
Br 2.596 -0.171 -2.186 -0.003 -0.021 -0.014
C 2.930 0.203 -0.384 0.018 0.070 0.001
H 5.006 -0.289 -0.423 -0.004 -0.003 -0.008
C 3.287 0.926 2.257 -0.044 -0.020 -0.015
N 1.908 0.657 0.342 -0.068 -0.025 0.045
C 4.350 0.437 1.502 0.014 0.004 0.015
C 3.429 1.294 3.703 0.014 0.042 -0.008
```
Positions in Å, forces in eV/Å.

As for the molar mass: 561.60 g/mol. Its total charge is +1. For the HOMO energy (alpha / beta), the calculation gives -13.2 / -13.2 eV. For the energy relative to the best compared isomer or geometry (same formula, charge and spin), the calculation gives 0.033 eV. The value obtained for the frontier orbital gap (alpha / beta) is 5.9087 / 5.9026 eV.

ORCA calculation (ωB97M-V/def2-TZVPD) on a molecular structure, C12H11AsF6N3O11RhS3 in a non-equilibrium geometry.

XYZ file:
```
48
Properties=species:S:1:pos:R:3:forces:R:3
F -4.291 -0.004 1.058 -0.040 0.021 0.028
C -0.247 -1.685 -2.560 -0.022 0.222 -0.220
H 3.163 -0.706 -0.360 0.004 0.010 0.003
O 1.510 -0.585 2.205 0.158 0.171 -0.149
F -2.916 -0.572 -0.519 -0.004 0.045 0.060
H 4.533 0.084 -1.203 0.024 -0.031 0.000
C -0.663 -3.624 -1.027 0.019 -0.013 -0.108
C 3.457 -0.080 -1.198 -0.008 -0.150 0.100
C -1.258 2.993 2.756 -0.042 0.238 -0.037
C -0.705 -4.119 0.263 -0.014 -0.084 0.024
F 0.046 2.998 3.019 0.027 -0.049 0.040
O -0.830 -0.496 -2.612 -0.330 -0.173 -0.970
H 2.249 3.221 0.808 -0.016 -0.015 0.032
S 0.941 1.871 -2.411 -0.539 -0.151 0.246
As 2.595 1.623 -1.047 0.368 -0.042 -0.386
O -1.143 -5.912 1.635 -0.023 -0.010 0.087
F -4.994 -0.188 -0.977 -0.003 -0.002 -0.035
O -0.505 2.734 0.200 -0.299 -0.551 0.154
H 1.725 1.577 1.294 -0.023 -0.060 0.033
C -0.339 -3.354 1.346 0.074 0.006 0.085
N 0.549 -1.322 2.312 0.079 -0.125 -0.137
C -0.234 -2.326 -1.218 -0.212 -0.252 -0.030
C 3.860 2.857 -1.799 -0.031 0.137 -0.086
N -1.133 -5.511 0.491 0.060 0.098 -0.036
O 0.184 -2.236 -3.540 -0.103 -0.143 -0.113
Rh -0.711 0.824 -1.246 0.457 0.569 0.457
H 3.463 1.956 1.198 -0.007 0.036 0.053
F -1.902 2.327 3.693 -0.018 0.005 0.002
H -0.966 -4.238 -1.863 0.036 0.017 -0.009
H 4.045 2.605 -2.841 0.023 -0.028 0.007
H 3.446 3.862 -1.742 0.025 0.011 0.005
C 2.478 2.159 0.777 -0.187 -0.035 0.080
N -2.974 2.531 0.802 0.096 -0.151 -0.267
O -4.827 2.597 -0.851 0.071 0.032 0.043
C -3.987 0.188 -0.211 0.037 -0.133 -0.039
H -0.395 -3.746 2.351 -0.008 -0.004 -0.015
C 0.196 -1.529 -0.165 0.204 0.469 0.195
F -1.699 4.240 2.696 0.032 0.010 0.040
H 4.788 2.805 -1.231 0.013 -0.010 -0.008
S -1.483 2.159 1.135 -0.186 -0.192 -0.356
S -3.591 1.975 -0.549 0.400 0.350 -0.130
C 0.126 -2.073 1.122 0.036 0.014 0.271
O -0.054 -1.522 3.340 -0.145 0.008 0.093
H 3.136 -0.537 -2.132 0.006 -0.010 -0.004
O -2.591 1.898 -1.637 -0.237 -0.079 0.089
O 0.651 -0.301 -0.436 0.447 0.073 0.494
O -1.434 -6.167 -0.482 -0.055 -0.029 -0.071
O -1.268 0.749 1.354 -0.146 -0.022 0.484
```
Positions in Å, forces in eV/Å.

As for the molar mass: 761.25 g/mol. Its total charge is 0. For the HOMO energy, the calculation gives -9.8 eV. For the energy relative to the best compared isomer or geometry (same formula, charge and spin), the calculation gives 0.371 eV. The value obtained for the frontier orbital gap is 7.6813 eV.

ORCA calculation (ωB97M-V/def2-TZVPD) on a molecular structure, C12H11AuN3O5 in a non-equilibrium geometry.

XYZ file:
```
32
Properties=species:S:1:pos:R:3:forces:R:3
O -3.487 2.129 0.015 -0.436 -1.171 -0.048
H 2.816 -2.054 -0.756 0.106 -0.008 -0.108
C -0.749 -4.268 -0.026 0.600 0.159 0.015
H -2.198 4.395 -0.007 -0.204 -0.223 0.009
C -0.057 4.642 0.004 0.184 -1.126 -0.050
H 0.690 6.419 0.001 -0.075 -0.252 -0.006
O 3.464 2.296 0.020 0.504 -1.079 -0.101
N -1.010 -2.952 -0.028 -0.407 -0.017 -0.013
H 2.749 -2.070 0.985 0.094 0.002 0.130
H 2.122 4.428 -0.014 0.164 -0.029 0.003
H -2.412 -5.193 -0.962 -0.025 -0.031 -0.067
H -1.906 -2.484 -0.050 0.025 -0.052 0.003
H 1.191 -5.301 0.032 0.167 -0.233 0.009
C 1.160 3.937 -0.002 -0.475 -0.074 0.015
C 1.122 2.565 0.000 1.947 -0.847 -0.003
H 3.211 -3.546 0.119 0.028 -0.001 0.000
C -2.426 1.567 -0.003 1.323 5.252 0.145
Au 0.075 -0.204 0.000 -0.153 3.969 -0.105
H -2.470 -5.192 0.795 -0.032 -0.036 0.064
C 2.432 1.681 -0.025 -1.502 5.188 0.330
C 2.564 -2.675 0.101 0.196 0.314 -0.020
C -1.247 3.884 0.002 0.558 0.240 -0.001
C 0.633 -4.390 0.018 -0.404 0.497 -0.007
O 2.213 0.452 -0.089 -1.285 -4.666 -0.058
O -0.158 5.949 -0.005 -0.102 0.673 0.025
C -1.807 -5.295 -0.062 -0.372 -0.087 -0.014
O -2.132 0.351 -0.026 1.550 -4.719 -0.013
C -1.159 2.519 0.006 -1.948 -1.047 0.033
N -0.002 1.864 0.018 0.116 -0.596 -0.133
H -1.377 -6.291 -0.048 0.060 -0.003 0.003
C 1.152 -3.092 0.045 -0.207 -0.559 0.000
N 0.131 -2.231 0.018 0.003 0.560 -0.037
```
Positions in Å, forces in eV/Å.

As for the molar mass: 474.20 g/mol. Its total charge is +1. For the HOMO energy (alpha / beta), the calculation gives -13.4 / -13.4 eV. For the energy relative to the best compared isomer or geometry (same formula, charge and spin), the calculation gives 0.696 eV. The value obtained for the frontier orbital gap (alpha / beta) is 6.0283 / 6.0299 eV.

ORCA calculation (ωB97M-V/def2-TZVPD) on a molecular structure, C12H11BrCl2O2Ru in a non-equilibrium geometry.

XYZ file:
```
29
Properties=species:S:1:pos:R:3:forces:R:3
C 1.844 2.366 -1.274 0.172 -1.193 2.020
H 1.827 -0.828 -0.185 0.452 0.664 -0.238
H -0.448 -1.363 -3.141 0.213 0.061 0.294
C 1.965 1.456 -0.202 -0.491 0.705 -0.477
H -1.580 0.835 -2.142 0.421 -0.107 0.199
C 1.884 0.220 -2.179 -0.948 1.832 -0.559
C -2.057 -1.893 -0.244 -1.661 0.078 -1.552
H 1.990 1.701 0.866 0.061 -0.135 -0.636
C 1.911 0.119 -0.741 0.172 0.682 -0.169
C -0.890 -1.274 -2.156 -0.273 0.842 -0.153
Cl -0.080 0.060 5.237 0.269 0.066 0.267
C 1.711 1.589 -2.490 1.237 -2.499 -0.408
C -0.316 1.188 3.918 -0.726 0.786 -0.773
C -1.484 -0.122 -1.639 0.670 -0.608 -0.003
H -2.859 -2.466 0.194 0.141 -0.138 0.325
H -2.629 0.274 0.247 0.165 -0.425 -0.216
O -2.021 0.088 2.580 2.472 0.411 0.330
H -1.108 1.897 4.158 0.149 -0.182 0.338
H -0.841 -3.394 -1.445 -0.117 0.132 0.095
Cl 1.107 2.190 3.487 -0.292 -0.392 0.433
C -0.809 0.362 2.728 -0.476 -0.541 -0.566
H 1.703 1.993 -3.493 -0.198 0.018 0.047
C -2.043 -0.420 -0.355 -0.826 -1.127 -0.311
H 1.892 3.451 -1.200 -0.143 -0.336 -0.040
Br 0.846 -3.478 0.852 0.795 -0.718 0.535
H 1.843 -0.619 -2.875 0.116 0.403 0.252
O 0.182 -0.038 1.970 -1.031 0.039 0.826
C -1.108 -2.365 -1.255 -1.414 0.636 0.922
Ru -0.433 -1.528 0.781 1.091 1.046 -0.782
```
Positions in Å, forces in eV/Å.

As for the expectation value of S²: 6.059. As for the molar mass: 439.10 g/mol. Its total charge is 0. For the HOMO energy (alpha / beta), the calculation gives -8.1 / -8.2 eV. For the energy relative to the best compared isomer or geometry (same formula, charge and spin), the calculation gives 0.000 eV. The value obtained for the frontier orbital gap (alpha / beta) is 6.7475 / 6.2693 eV. As for the spin multiplicity: 5.

ORCA calculation (ωB97M-V/def2-TZVPD) on 2 unconnected molecules or ions with the total composition C12H11Cl4N3O2 in a non-equilibrium geometry.

XYZ file:
```
32
Properties=species:S:1:pos:R:3:forces:R:3
Cl 0.373 -2.985 2.251 -0.211 -0.021 0.233
Cl -2.419 -1.671 1.490 0.071 0.152 0.449
H 3.246 0.994 -1.157 0.013 0.184 0.221
C -1.201 -0.797 2.315 1.083 -1.724 0.885
N -0.583 -0.660 -0.435 0.968 1.010 -1.303
C 0.430 0.566 4.326 0.816 0.493 2.047
H 2.338 2.514 -0.911 0.018 -0.163 0.144
H -1.924 -2.111 -0.988 -0.168 0.183 -0.409
C -0.106 -1.451 2.842 -1.025 0.214 -1.335
O 1.582 -1.528 4.492 -1.286 1.137 -0.991
C -1.105 -1.352 -2.822 0.093 -0.431 -0.069
C 2.249 1.450 -1.150 0.757 -0.005 -0.338
C -1.453 0.576 2.682 0.704 1.563 1.128
C 0.726 -0.878 3.897 1.615 -0.907 1.025
H 2.334 0.863 -3.280 0.001 0.163 0.204
H -0.483 -2.255 -2.807 0.068 0.205 -0.257
O 1.054 1.099 5.246 -1.036 -1.077 -1.991
C 1.632 1.265 -2.536 -0.471 -0.020 -0.597
H -1.950 -1.529 -3.494 0.094 -0.108 0.070
H -2.480 -0.469 -1.391 0.401 -0.276 0.033
N 0.571 0.307 -2.303 0.189 -0.072 -0.027
H 1.237 2.213 -2.935 0.002 -0.159 0.050
C -1.601 -1.151 -1.408 0.045 0.368 1.053
N 1.348 0.742 -0.289 -0.514 -0.278 1.186
Cl -2.685 1.436 1.845 0.227 -0.281 0.294
Cl -1.142 2.730 4.259 0.016 0.445 -0.048
H -1.014 0.652 -3.619 0.038 -0.065 -0.048
H 1.422 0.749 0.733 -0.198 -0.153 -1.065
C -0.709 1.199 3.666 -1.327 -0.238 -1.219
H 0.268 -0.418 -4.211 -0.017 -0.022 -0.115
C 0.364 0.056 -0.975 -0.946 -0.411 0.600
C -0.324 -0.156 -3.333 -0.022 0.294 0.187
```
Positions in Å, forces in eV/Å.

As for the molar mass: 371.05 g/mol. Its total charge is 0. For the HOMO energy, the calculation gives -8.4 eV. Its SMILES is O=C1C(=O)C(Cl)=C(Cl)C(Cl)=C1Cl.C1CN=C2NCCN2C1. For the energy relative to the best compared isomer or geometry (same formula, charge and spin), the calculation gives 0.368 eV. The value obtained for the frontier orbital gap is 6.1343 eV.

ORCA calculation (ωB97M-V/def2-TZVPD) on a molecular structure, C12H11Co2O7S in a non-equilibrium geometry.

XYZ file:
```
33
Properties=species:S:1:pos:R:3:forces:R:3
H 4.099 -0.602 0.661 0.378 -0.396 0.153
O -6.457 -1.782 1.916 0.451 0.539 -0.441
C 6.855 -1.537 0.134 0.062 0.007 -0.344
Co -0.958 -0.735 0.597 -0.786 -0.737 -1.201
H 7.644 -2.245 -0.182 -0.566 0.090 0.308
C -5.593 -1.193 1.429 -0.568 -0.571 0.873
H 3.890 -1.180 2.411 0.174 -0.349 0.102
C -3.086 -3.140 1.212 -0.621 0.649 0.063
S 5.623 -2.297 1.259 0.450 -0.680 0.817
C 4.428 -1.245 1.480 0.144 0.920 0.242
O 6.322 -2.926 2.432 -1.358 1.027 -2.055
H -2.995 -3.988 0.563 0.107 -0.418 -0.274
H 4.512 -3.149 -0.701 0.170 -0.034 0.463
H 5.689 -4.372 -0.090 -0.176 0.244 0.118
H 6.328 -1.162 -0.761 0.108 -0.180 0.438
C 0.336 -1.623 1.511 -0.108 -0.369 0.365
H 7.325 -0.683 0.651 -0.432 -0.495 0.010
O -4.064 2.545 1.267 -0.347 -1.367 -0.217
C -4.131 1.412 1.040 0.800 0.598 0.073
O -0.656 2.181 0.722 0.044 -1.024 -0.006
C 4.937 -3.620 0.200 0.678 -0.527 -0.195
Co -4.170 -0.335 0.703 0.264 -0.155 -0.364
H 4.125 -4.103 0.767 0.371 0.393 -0.049
C -2.721 -1.896 0.894 2.611 1.611 0.686
C -2.526 -0.766 1.748 -0.671 -1.413 1.191
O -0.727 -1.395 -2.284 -0.198 0.159 1.128
C -0.802 -1.139 -1.158 0.430 0.075 -0.730
C -0.746 1.030 0.668 -0.249 0.682 0.034
H -2.396 -1.069 2.817 -0.340 0.984 -0.580
C -4.229 -0.467 -1.101 -0.285 0.628 -1.623
O 1.139 -2.198 2.110 -0.467 0.480 -0.447
O -4.216 -0.556 -2.252 0.053 -0.065 1.526
H -3.563 -3.275 2.185 -0.123 -0.306 -0.059
```
Positions in Å, forces in eV/Å.

As for the molar mass: 417.15 g/mol. Its total charge is -1. For the HOMO energy, the calculation gives -3.8 eV. For the energy relative to the best compared isomer or geometry (same formula, charge and spin), the calculation gives 0.000 eV. The value obtained for the frontier orbital gap is 5.9999 eV.

Values of E_tot, in order: -7827.808241; -5595.654668; -1139.756226; -4203.468123; -2619.333916; -4154.085358, all in Ha.